{"formula": "C18H31F9NO8P", "method": "ωB97M-V with the def2-TZVPD basis set", "symbols": ["N", "P", "O", "C", "C", "C", "O", "C", "C", "F", "F", "C", "F", "F", "C", "F", "F", "C", "F", "F", "C", "C", "C", "C", "O", "C", "C", "F", "C", "O", "O", "H", "H", "H", "H", "H", "H", "H", "H", "H", "H", "H", "H", "H", "H", "H", "H", "H", "H", "H", "C", "O", "H", "H", "H", "H", "C", "O", "H", "H", "H", "H", "C", "O", "H", "H", "H", "H"], "positions_angstrom": [[-1.7623, 0.0225, 1.4259], [-1.3066, 1.6479, 0.8531], [0.3945, 1.9604, 1.1403], [-1.4735, 1.7866, -1.0830], [-0.1010, 1.7669, -1.9799], [0.5397, 0.2373, -2.1817], [1.4118, -0.0983, -1.0453], [1.9525, -1.4846, -1.1696], [0.9804, -2.5507, -0.3990], [-0.4524, -2.0989, -0.2832], [0.9198, -3.7699, -1.2909], [1.5086, -3.0820, 1.0515], [0.2742, -3.4364, 1.8464], [2.2475, -4.3547, 0.8630], [2.3409, -2.0055, 1.9551], [2.1138, -2.4092, 3.3938], [1.8841, -0.6006, 1.8635], [3.9545, -2.2245, 1.6960], [4.3696, -3.3317, 2.6375], [4.6952, -1.0220, 2.1424], [-2.7075, 0.9090, -1.7918], [-4.0263, 1.9206, -1.9473], [-4.1710, 2.8378, -3.2854], [-3.1013, 2.4347, -4.5040], [-3.5146, 1.6289, -5.4863], [-5.2608, 1.0345, -1.3619], [-6.6512, 1.0709, -2.2196], [-6.3650, 0.5300, -3.5864], [-3.5021, 3.0421, -0.8230], [-4.2522, 3.6607, 0.0925], [-2.0750, 3.1586, -1.1811], [-2.7062, 0.0193, 1.8729], [-1.0306, -0.4274, 2.0193], [0.4703, 2.5305, 1.9766], [-0.3976, 2.2075, -3.0486], [0.6825, 2.5059, -1.5093], [1.1145, 0.2880, -3.2184], [-0.3409, -0.5458, -2.3575], [1.8957, -1.7405, -2.3267], [3.0804, -1.5176, -0.8659], [4.2297, -2.6110, 0.6263], [-2.8109, -0.0034, -1.0667], [-2.2654, 0.4222, -2.7612], [-5.2357, 2.9007, -3.7606], [-3.8760, 3.9578, -2.9954], [-2.0170, 2.8804, -4.3867], [-4.9821, -0.1173, -1.2209], [-5.5303, 1.4093, -0.2610], [-6.9765, 2.2034, -2.3861], [-7.5265, 0.5056, -1.6731], [5.6733, 1.6300, 2.3382], [6.5207, 2.7336, 2.0768], [4.9716, 1.5165, 1.5086], [6.2743, 0.7220, 2.4311], [5.1168, 1.8075, 3.2617], [7.1317, 2.8095, 2.8292], [-5.4316, -2.3286, 1.0970], [-4.3901, -1.4402, 0.7362], [-6.3867, -1.9044, 0.7784], [-5.2793, -3.2906, 0.6016], [-5.4385, -2.4622, 2.1815], [-3.5558, -1.8429, 1.0314], [8.7139, -1.5587, 3.5279], [7.3808, -1.6398, 3.9975], [9.2956, -0.9397, 4.2150], [9.1483, -2.5607, 3.4869], [8.7241, -1.1045, 2.5341], [6.8893, -2.1947, 3.3682]], "homo_energy_ev": -8.3, "smiles": "NP(O)[C@@]1(CCOCC(F)(F)C(F)(F)C(F)(F)C(F)F)C[C@@](CC=O)(CCF)C(=O)O1.CO.CO.CO", "e_tot_ev": -70772.00868, "lumo_ha": -0.0177, "charge": 0, "gap_ev": 7.82}

{"formula": "C18H31IrN10O4", "method": "ωB97M-V with the def2-TZVPD basis set", "symbols": ["Ir", "C", "C", "N", "C", "C", "N", "C", "O", "O", "C", "O", "O", "H", "H", "H", "H", "H", "N", "C", "C", "N", "C", "H", "H", "H", "H", "C", "C", "C", "C", "N", "C", "N", "N", "N", "H", "H", "H", "H", "H", "H", "H", "H", "H", "H", "C", "C", "C", "C", "N", "N", "H", "H", "H", "H", "H", "H", "H", "H", "H", "H", "H", "H"], "positions_angstrom": [[0.2076, -1.1619, 0.5921], [-2.2359, -1.1268, 3.5900], [-0.7637, -0.9594, 3.6563], [0.0818, -0.9584, 2.6391], [1.3509, -0.7677, 3.1418], [1.2746, -0.6463, 4.4946], [-0.0545, -0.7707, 4.7877], [2.2393, -0.4244, 5.6208], [3.5116, -0.2899, 5.3110], [1.7961, -0.3778, 6.7331], [2.4793, -0.7256, 2.2005], [3.6273, -0.5600, 2.5307], [2.1251, -0.8981, 0.9237], [-2.5567, -1.1804, 2.5516], [-2.7408, -0.2829, 4.0600], [-2.5457, -2.0361, 4.1055], [-0.4003, -0.7190, 5.7398], [3.6852, -0.3496, 4.3462], [1.0449, -5.2404, 1.1116], [-0.3073, -5.3173, 0.9005], [-0.7215, -4.0422, 0.6911], [0.3771, -3.2015, 0.7711], [1.4274, -3.9608, 1.0297], [1.6599, -6.0189, 1.2962], [-0.8447, -6.2487, 0.9177], [-1.7161, -3.6792, 0.4908], [2.4407, -3.6159, 1.1557], [1.1441, 4.1918, -1.9394], [-0.0942, 4.8191, -1.3082], [-1.3484, 4.5400, -2.1297], [-0.2612, 4.4037, 0.1541], [-0.4038, 2.9450, 0.3078], [0.5372, 2.0148, 0.4485], [-0.0747, 0.8521, 0.4473], [-1.3992, 1.0936, 0.3397], [-1.5987, 2.3470, 0.2476], [1.3016, 4.5938, -2.9390], [1.0262, 3.1084, -2.0506], [2.0487, 4.3896, -1.3599], [0.0574, 5.9011, -1.2596], [-1.5396, 3.4664, -2.2156], [-1.2302, 4.9334, -3.1385], [-2.2316, 5.0034, -1.6899], [-1.1580, 4.8340, 0.5953], [0.6011, 4.6934, 0.7536], [1.5974, 2.1943, 0.5129], [-0.2579, -0.0191, -4.6737], [-0.8035, -0.6566, -3.3980], [-0.9433, -2.1657, -3.6000], [-2.1621, -0.0551, -3.0441], [0.1500, -0.3182, -2.3030], [0.6440, -1.3352, -1.4286], [-0.9635, -0.1476, -5.4930], [0.6940, -0.4667, -4.9639], [-0.1126, 1.0550, -4.5353], [-1.6081, -2.3444, -4.4432], [-1.4056, -2.6668, -2.7418], [0.0090, -2.6452, -3.8444], [-2.8898, -0.2544, -3.8309], [-2.0799, 1.0256, -2.9232], [-2.5437, -0.4728, -2.1092], [0.8853, 0.3255, -2.5485], [1.6631, -1.3920, -1.4987], [0.3089, -2.2315, -1.7858]], "homo_energy_ev": -15.0, "e_tot_ev": -45086.15862, "lumo_ha": -0.2702, "charge": 2, "gap_ev": 7.68}

{"formula": "C18H31IrN10O4", "method": "ωB97M-V with the def2-TZVPD basis set", "symbols": ["Ir", "C", "C", "N", "C", "C", "N", "C", "O", "O", "C", "O", "O", "H", "H", "H", "H", "H", "N", "C", "C", "N", "C", "H", "H", "H", "H", "C", "C", "C", "C", "N", "C", "N", "N", "N", "H", "H", "H", "H", "H", "H", "H", "H", "H", "H", "C", "C", "C", "C", "N", "N", "H", "H", "H", "H", "H", "H", "H", "H", "H", "H", "H", "H"], "positions_angstrom": [[-1.0109, -0.8578, -0.4611], [-2.5255, 2.7591, -0.5293], [-3.2305, 1.4852, -0.2487], [-2.7366, 0.2462, -0.2397], [-3.7925, -0.6127, 0.0563], [-4.9232, 0.1171, 0.2201], [-4.5409, 1.4164, 0.0275], [-6.3460, -0.1634, 0.6026], [-6.7013, -1.4233, 0.7287], [-7.0708, 0.7758, 0.7750], [-3.5438, -2.0717, 0.1048], [-4.4027, -2.8901, 0.3128], [-2.2628, -2.3880, -0.0787], [-1.5677, 2.5627, -0.9971], [-2.3627, 3.3196, 0.3921], [-3.1202, 3.3749, -1.2030], [-5.2019, 2.1831, 0.0985], [-5.9629, -2.0547, 0.5658], [2.1156, -3.2223, -1.9980], [1.3757, -4.2198, -1.4187], [0.3244, -3.6056, -0.8220], [0.4301, -2.2412, -1.0347], [1.5274, -2.0473, -1.7537], [2.9539, -3.3462, -2.5449], [1.6409, -5.2591, -1.4943], [-0.5123, -4.0400, -0.3026], [1.8970, -1.1041, -2.1124], [4.3063, 1.3811, -1.9952], [3.6154, 1.8775, -3.2616], [3.3165, 0.7391, -4.2303], [2.3691, 2.7078, -2.9429], [1.5272, 2.1005, -1.8924], [1.4595, 2.3830, -0.5813], [0.6516, 1.5251, 0.0060], [0.2600, 0.7282, -1.0010], [0.7702, 1.0344, -2.1352], [5.2695, 0.9393, -2.2443], [3.7159, 0.6061, -1.4936], [4.4949, 2.1827, -1.2780], [4.2866, 2.5845, -3.7564], [2.5241, 0.0864, -3.8535], [4.2068, 0.1304, -4.3862], [2.9972, 1.1124, -5.2030], [1.7227, 2.8381, -3.8095], [2.6348, 3.6924, -2.5597], [1.9798, 3.2023, -0.1132], [-0.2633, -0.1624, 4.8567], [0.4403, -0.2888, 3.5052], [1.4955, -1.3921, 3.5542], [1.0935, 1.0389, 3.1417], [-0.6448, -0.7275, 2.5925], [-0.4407, -1.4436, 1.4101], [0.4652, 0.0996, 5.6227], [-0.7463, -1.0965, 5.1394], [-1.0158, 0.6287, 4.8348], [2.2020, -1.1774, 4.3547], [2.0912, -1.4439, 2.6356], [1.0512, -2.3674, 3.7597], [1.7605, 1.3400, 3.9498], [0.3483, 1.8224, 3.0046], [1.6859, 0.9498, 2.2346], [-1.5469, -0.2803, 2.6272], [-1.0563, -2.2631, 1.4498], [0.5230, -1.7805, 1.4128]], "homo_energy_ev": [-15.1, -15.1], "e_tot_ev": -45085.81778, "lumo_ha": [-0.2705, -0.2706], "charge": 2, "gap_ev": [7.79, 7.78]}